1.
Density functional theory data (ωB97M-V/def2-TZVPD) for a 2-piece molecular cluster, C11H15N overall.

The geometry in XYZ format:
```
27
Properties=species:S:1:pos:R:3
C -1.64 2.51 -2.24
C -0.99 2.12 -0.94
C 0.03 2.72 -0.28
N 0.43 1.97 0.80
C -0.33 0.82 0.81
C -0.31 -0.24 1.72
C -1.19 -1.28 1.50
C -2.18 -1.17 0.50
C -2.31 -0.04 -0.27
C -1.27 0.91 -0.22
H -2.65 2.89 -2.13
H -1.62 1.62 -2.86
H -0.99 3.21 -2.76
H 0.45 3.70 -0.48
H 1.29 2.08 1.31
H 0.57 -0.43 2.33
H -1.10 -2.22 2.02
H -2.65 -2.14 0.31
H -3.13 0.10 -0.95
C 2.84 -1.82 0.78
C 2.07 -2.56 -0.31
H 2.72 -0.73 0.68
H 2.36 -1.97 1.75
H 3.91 -2.03 0.80
H 2.25 -3.63 -0.24
H 2.39 -2.19 -1.29
H 1.04 -2.21 -0.32
```

## Properties
SMILES string	Cc1c[nH]c2ccccc12.CC
E_HOMO	-7.91	eV

Atom charges from the Löwdin analysis, given in e for atoms 1 to 2: atom 1 (C): -0.044, atom 2 (C): -0.232

2.
Density functional theory data (ωB97M-V/def2-TZVPD) for a 2-piece molecular cluster, C11H15N overall.

The geometry in XYZ format:
```
27
Properties=species:S:1:pos:R:3
C -1.42 -2.20 0.88
C -0.87 -1.14 0.02
C -0.51 -1.12 -1.29
N -0.03 0.11 -1.70
C -0.33 1.01 -0.70
C -0.12 2.41 -0.68
C -0.46 3.07 0.47
C -1.05 2.40 1.58
C -1.32 1.06 1.46
C -1.00 0.33 0.31
H -0.97 -3.20 0.79
H -2.46 -2.50 0.79
H -1.26 -1.89 1.92
H -0.59 -1.90 -2.03
H 0.69 0.22 -2.40
H 0.40 2.91 -1.48
H -0.50 4.16 0.53
H -1.51 2.99 2.35
H -1.80 0.62 2.33
C 2.45 -2.39 0.45
C 3.23 -1.83 -0.76
H 2.08 -3.40 0.28
H 3.04 -2.23 1.35
H 1.57 -1.76 0.55
H 3.09 -0.75 -0.78
H 2.74 -2.17 -1.67
H 4.31 -1.99 -0.73
```

## Properties
SMILES string	Cc1c[nH]c2ccccc12.CC
E_HOMO	-7.96	eV

Atom charges from the Löwdin analysis, given in e for atoms 1 to 2: atom 1 (C): -0.063, atom 2 (C): -0.221

3.
Density functional theory data (ωB97M-V/def2-TZVPD) for a 2-piece molecular cluster, C11H15N overall.

The geometry in XYZ format:
```
27
Properties=species:S:1:pos:R:3
C 0.65 -0.98 2.87
C -0.18 -0.50 1.72
C -1.26 0.30 1.74
N -1.80 0.40 0.47
C -1.02 -0.32 -0.39
C -1.15 -0.53 -1.77
C -0.21 -1.34 -2.35
C 0.80 -1.99 -1.61
C 0.90 -1.79 -0.25
C -0.02 -0.94 0.36
H 1.71 -0.90 2.63
H 0.42 -2.00 3.15
H 0.44 -0.42 3.78
H -1.64 0.93 2.53
H -2.42 1.14 0.17
H -1.93 0.00 -2.30
H -0.24 -1.55 -3.41
H 1.52 -2.61 -2.13
H 1.69 -2.30 0.30
C 1.12 3.63 -0.71
C 1.40 2.17 -0.39
H 2.03 4.22 -0.59
H 0.79 3.84 -1.74
H 0.35 4.04 -0.05
H 2.32 1.82 -0.88
H 0.57 1.51 -0.66
H 1.55 2.09 0.69
```

## Properties
SMILES string	Cc1c[nH]c2ccccc12.CC
E_HOMO	-7.93	eV

Atom charges from the Löwdin analysis, given in e for atoms 1 to 2: atom 1 (C): -0.049, atom 2 (C): -0.243

Energies relative to the minimum, kJ/mol: 1 48.7; 2 87.2; 3 0.0

1.
Density functional theory data (ωB97M-V/def2-TZVPD) for a 2-piece molecular cluster, C11H15N overall.

The geometry in XYZ format:
```
27
Properties=species:S:1:pos:R:3
C -3.04 -0.86 1.55
C -1.99 0.07 1.20
C -1.59 1.26 1.72
N -0.85 1.98 0.87
C -0.64 1.20 -0.28
C 0.13 1.48 -1.40
C 0.23 0.43 -2.38
C -0.31 -0.84 -2.08
C -1.18 -1.05 -1.11
C -1.30 -0.08 -0.11
H -3.16 -1.12 2.66
H -3.01 -1.81 1.12
H -3.97 -0.26 1.33
H -1.76 1.66 2.80
H -0.57 2.80 1.05
H 0.65 2.41 -1.64
H 0.82 0.52 -3.34
H -0.16 -1.69 -2.83
H -1.74 -1.93 -0.95
C 2.88 -0.61 1.10
C 3.03 -0.41 -0.48
H 2.29 -1.48 1.35
H 3.81 -0.78 1.49
H 2.41 0.26 1.29
H 3.27 -1.27 -1.03
H 2.04 -0.21 -0.95
H 3.70 0.37 -0.96
```

## Properties
SMILES string	Cc1c[nH]c2ccccc12.CC
E_HOMO	-7.68	eV

Atom charges from the Löwdin analysis, given in e for atoms 1 to 2: atom 1 (C): -0.069, atom 2 (C): -0.252

2.
Density functional theory data (ωB97M-V/def2-TZVPD) for a 2-piece molecular cluster, C11H15N overall.

The geometry in XYZ format:
```
27
Properties=species:S:1:pos:R:3
C -3.37 -2.40 -1.15
C -2.47 -1.93 -0.16
C -2.31 -2.53 1.15
N -1.35 -1.90 1.93
C -0.91 -0.82 1.13
C 0.07 0.12 1.47
C 0.28 1.16 0.61
C -0.20 1.01 -0.74
C -1.09 0.02 -1.07
C -1.59 -0.82 -0.13
H -3.04 -3.34 -1.62
H -3.60 -1.82 -2.03
H -4.45 -2.52 -0.70
H -3.03 -3.26 1.49
H -0.87 -2.37 2.72
H 0.60 0.04 2.45
H 1.07 1.96 0.88
H 0.07 1.80 -1.43
H -1.45 -0.07 -2.04
C 2.93 2.77 -0.04
C 4.01 1.75 -0.60
H 3.16 2.84 1.10
H 2.81 3.70 -0.72
H 1.92 2.35 -0.29
H 3.49 1.14 -1.36
H 4.36 0.89 -0.03
H 4.93 2.23 -0.84
```

## Properties
SMILES string	Cc1c[nH]c2ccccc12.CC
E_HOMO	-7.56	eV

Atom charges from the Löwdin analysis, given in e for atoms 1 to 2: atom 1 (C): -0.089, atom 2 (C): -0.246

3.
Density functional theory data (ωB97M-V/def2-TZVPD) for a 2-piece molecular cluster, C11H15N overall.

The geometry in XYZ format:
```
27
Properties=species:S:1:pos:R:3
C -1.68 -2.68 -0.33
C -1.57 -1.23 -0.75
C -2.51 -0.40 -1.35
N -1.91 0.80 -1.58
C -0.57 0.74 -1.23
C 0.33 1.86 -1.26
C 1.57 1.57 -0.75
C 1.88 0.25 -0.27
C 1.01 -0.78 -0.18
C -0.30 -0.53 -0.69
H -1.09 -2.84 0.57
H -1.22 -3.33 -1.07
H -2.67 -3.05 -0.15
H -3.58 -0.59 -1.50
H -2.37 1.72 -1.70
H 0.10 2.83 -1.74
H 2.46 2.18 -0.77
H 2.94 0.22 -0.06
H 1.26 -1.79 0.02
C 2.19 -0.12 3.39
C 0.97 0.81 3.13
H 2.91 0.06 2.61
H 2.78 0.32 4.31
H 2.05 -1.18 3.47
H 1.25 1.80 3.44
H 0.10 0.41 3.62
H 0.72 0.97 2.10
```

## Properties
SMILES string	Cc1c[nH]c2ccccc12.CC
E_HOMO	-7.85	eV

Atom charges from the Löwdin analysis, given in e for atoms 1 to 2: atom 1 (C): -0.055, atom 2 (C): -0.215

4.
Density functional theory data (ωB97M-V/def2-TZVPD) for a 2-piece molecular cluster, C11H15N overall.

The geometry in XYZ format:
```
27
Properties=species:S:1:pos:R:3
C 2.44 -0.86 3.07
C 1.38 -1.44 2.18
C 0.37 -2.26 2.60
N -0.57 -2.46 1.59
C -0.18 -1.70 0.52
C -0.89 -1.41 -0.64
C -0.17 -0.83 -1.69
C 1.14 -0.39 -1.49
C 1.76 -0.51 -0.25
C 1.08 -1.11 0.80
H 3.36 -1.41 2.92
H 2.11 -0.83 4.11
H 2.49 0.21 2.83
H 0.30 -2.83 3.51
H -1.47 -2.86 1.78
H -1.90 -1.78 -0.79
H -0.63 -0.75 -2.66
H 1.75 -0.12 -2.34
H 2.75 -0.08 -0.15
C -1.72 2.23 -1.76
C -1.97 3.69 -2.20
H -1.08 1.63 -2.39
H -1.51 2.15 -0.69
H -2.72 1.76 -1.81
H -2.93 4.01 -1.83
H -2.09 3.67 -3.28
H -1.11 4.29 -1.91
```

## Properties
SMILES string	Cc1c[nH]c2ccccc12.CC
E_HOMO	-7.81	eV

Atom charges from the Löwdin analysis, given in e for atoms 1 to 2: atom 1 (C): -0.046, atom 2 (C): -0.229

Energies relative to the minimum, kJ/mol: 1 167.5; 2 178.8; 3 24.5; 4 0.0